# C20H40Cl39NOP

C20H40Cl39NOP as an isolated structure in a non-equilibrium geometry (wB97M-V/def2-TZVPD, the OMol25 dataset).

XYZ file:
```
102
Properties=species:S:1:pos:R:3
O 5.2287 1.4040 0.1991
C 4.3563 1.6006 0.9091
N 3.3028 1.8301 1.5003
P 1.9616 1.0582 0.7887
Cl 0.7938 2.6312 -0.0297
H 1.2728 0.3695 1.8317
H 2.2991 0.1385 -0.2509
C 3.7428 4.1029 -2.5862
Cl 3.1724 2.6565 -1.7388
Cl 2.5583 5.4081 -2.4874
H 4.6718 4.4333 -2.1319
H 3.9081 3.8547 -3.6299
C -1.5861 -0.1865 -2.0680
Cl -2.9504 0.7749 -1.5158
Cl -0.1536 0.1019 -1.0575
H -1.8487 -1.2390 -2.0175
H -1.3514 0.0881 -3.0927
C 0.6143 4.9753 -5.9074
Cl -0.8051 5.5243 -6.8016
Cl 0.2698 3.4991 -4.9952
H 1.4171 4.7739 -6.6100
H 0.9158 5.7534 -5.2127
C -0.1982 -1.9002 3.5970
Cl 1.5279 -2.2159 3.7742
Cl -0.5200 -0.8612 2.1929
H -0.7171 -2.8436 3.4582
H -0.5626 -1.4039 4.4913
C -5.0365 2.8239 -4.0801
Cl -4.8993 1.0862 -4.3609
Cl -3.6353 3.6916 -4.7284
H -5.9355 3.1900 -4.5702
H -5.0990 3.0034 -3.0100
C -4.4562 -2.2361 -6.7093
Cl -3.1029 -1.5816 -7.6422
Cl -4.2304 -1.9716 -4.9761
H -5.3699 -1.7441 -7.0224
H -4.5264 -3.2990 -6.8936
C -7.7010 -4.2956 -4.8247
Cl -6.5690 -4.4033 -6.1793
Cl -8.1948 -2.6256 -4.5203
H -8.5820 -4.8859 -5.0578
H -7.2180 -4.6859 -3.9344
C 4.3116 0.3352 5.4608
Cl 2.8952 0.9174 4.5775
Cl 3.9330 -1.1422 6.3526
H 5.1080 0.1245 4.7539
H 4.6298 1.1014 6.1614
C -6.9865 -7.9503 -8.5806
Cl -8.3755 -6.9896 -8.0600
Cl -5.5745 -7.6449 -7.5624
H -7.2439 -9.0028 -8.5173
H -6.7435 -7.6895 -9.6059
C 5.8938 -2.1662 1.7028
Cl 5.2450 -2.7625 3.2368
Cl 5.1197 -0.6465 1.2167
H 6.9590 -1.9900 1.8152
H 5.7189 -2.9112 0.9321
C 2.8804 -3.0531 9.2078
Cl 2.4034 -4.7272 8.8883
Cl 3.6791 -2.8976 10.7756
H 3.5632 -2.7285 8.4313
H 1.9934 -2.4337 9.2018
C 1.8015 -2.3759 -2.9332
Cl 2.8641 -1.4985 -1.8162
Cl 2.7321 -3.3748 -4.0451
H 1.1376 -3.0127 -2.3563
H 1.2232 -1.6553 -3.5039
C 1.4735 0.1528 10.3606
Cl 2.5894 0.0461 8.9904
Cl 1.0401 1.8283 10.7122
H 0.5700 -0.4006 10.1210
H 1.9517 -0.2785 11.2352
C -7.7581 0.6272 -7.5668
Cl -7.6414 -1.1090 -7.8834
Cl -6.3519 1.4957 -8.1932
H -8.6521 1.0083 -8.0516
H -7.8186 0.7946 -6.4925
C 7.2266 3.4454 2.9132
Cl 6.7047 1.9583 3.7224
Cl 5.9883 4.7012 3.0226
H 8.1347 3.8038 3.3863
H 7.4165 3.2280 1.8661
C -0.4470 -5.9929 7.0440
Cl -0.5798 -5.5825 5.3266
Cl -1.6614 -5.1432 8.0049
H -0.5903 -7.0625 7.1613
H 0.5390 -5.7067 7.3957
C -8.9505 2.1696 -3.4549
Cl -8.1316 2.4828 -4.9946
Cl -8.1569 0.8744 -2.5547
H -8.9323 3.0760 -2.8579
H -9.9768 1.8800 -3.6576
C 0.3096 4.3978 3.5850
Cl 0.4483 2.6551 3.3016
Cl 1.6975 5.2665 2.9253
H -0.5944 4.7593 3.1046
H 0.2578 4.5738 4.6549
C 10.9228 5.2407 3.8094
Cl 9.4839 5.7518 2.9158
Cl 10.6328 3.7330 4.6866
H 11.7363 5.0885 3.1072
H 11.1875 6.0168 4.5205
```

Values from the calculation:
Charge: +1
HOMO: -11.746 eV
Total energy: -19204.5274 hartree
HOMO-LUMO gap: 8.255 eV